Formula: C4H14N2O
Source: OMol25
Level of theory: ωB97M-V/def2-TZVPD

Properties
E_tot = -345.50697 hartree
Gap between HOMO and LUMO = 0.351 hartree
Molecular weight = 106.17 g mol⁻¹
F_max = 2.2 eV Å⁻¹
HOMO energy = -8.6735 eV
Energy above the lowest of the compared OMol25 structures with the same formula, charge and spin = 43.4 kcal/mol

The geometry in ORCA input format:
```
! wB97M-V def2-TZVPD RIJCOSX def2/J DEFGRID3
* xyz 0 1
N 0.0086 -2.2665 0.4917
C -0.5556 -1.1510 1.2746
C 0.3127 0.1030 1.1966
N 0.4403 0.6769 -0.1237
C 1.7717 0.9431 -0.5861
C -0.4716 1.8066 -0.3659
H -0.3843 -2.3523 -0.4295
H 1.0048 -2.1285 0.4122
H -0.5487 -1.5634 2.2897
H -1.6191 -1.0254 1.0616
H 1.2871 -0.2680 1.5409
H 0.0063 0.8096 1.9813
H 2.5225 1.2778 0.1416
H 2.2254 0.0107 -0.9597
H 1.8039 1.5253 -1.4807
H -0.6876 1.7155 -1.4337
H -0.0388 2.7808 -0.1167
H -1.4195 1.7290 0.1677
H -1.7251 -0.1697 -1.3225
H -1.7324 -1.6457 -1.8801
O -2.2003 -0.8080 -1.8594
*
```